Below is an isolated molecule of C7H12 at a distorted geometry, with properties calculated with ωB97M-V/def2-TZVPD.

The calculation puts the energy above the lowest of the compared OMol25 structures with the same formula, charge and spin at 119.8 kJ/mol. The gap between HOMO and LUMO comes out at 10.450 eV. As for the lowest unoccupied orbital energy: 1.2 eV. As for the structure (SMILES): C=C[C@H]1C[C@@H]1CC. As for the max |F|: 0.02938 Eh/bohr. The HOMO energy is -9.208 eV.

Cartesian coordinates (Å):
C: -3.0333 -0.6487 -1.4147
C: -1.7596 -0.2420 -1.3392
C: -1.0204 0.0049 -0.0992
C: -0.2191 -1.1184 0.5082
C: 0.4891 0.0376 -0.1464
C: 1.2241 1.0560 0.6715
C: 2.6416 0.6076 0.9846
H: -3.5136 -0.7985 -2.3759
H: -3.6188 -0.8351 -0.5203
H: -1.2296 -0.0638 -2.2736
H: -1.5144 0.6848 0.5897
H: -0.1981 -1.1966 1.5893
H: -0.1965 -2.0774 0.0019
H: 0.9816 -0.1503 -1.0948
H: 1.2585 1.9974 0.1113
H: 0.6958 1.2609 1.6102
H: 3.1708 1.3842 1.5455
H: 2.6392 -0.3078 1.5852
H: 3.2028 0.4054 0.0665

Atomic forces in eV per Å
0.7 0.3 0.0
-1.2 -0.4 -0.9
0.5 0.0 0.0
0.4 -0.1 0.1
-0.5 0.2 0.5
0.2 0.1 0.1
0.2 0.1 0.2
0.0 0.0 0.1
0.0 0.0 0.0
0.0 -0.1 0.0
0.2 -0.1 0.1
0.1 0.1 0.0
-0.1 0.1 0.0
-0.3 -0.2 -0.2
0.0 0.0 0.1
-0.1 0.0 -0.1
0.0 -0.1 -0.1
0.0 0.1 -0.1
0.0 0.0 0.1

Atom charges from the Löwdin analysis, given in e for atoms 1 to 2: 0.0072 -0.1650

Below is an isolated molecule of C5H9ClO at a distorted geometry, with properties calculated with ωB97M-V/def2-TZVPD.

The calculation puts the energy above the lowest of the compared OMol25 structures with the same formula, charge and spin at 151.1 kJ/mol. The gap between HOMO and LUMO comes out at 9.449 eV. As for the lowest unoccupied orbital energy: 0.9 eV. As for the structure (SMILES): CO/C(C)=C(/C)Cl. As for the max |F|: 0.05341 Eh/bohr. The HOMO energy is -8.562 eV.

Cartesian coordinates (Å):
C: -1.8628 -1.5274 0.2798
O: -0.7729 -1.3133 -0.5757
C: -0.0464 -0.1510 -0.3031
C: -0.7976 1.0855 -0.3478
C: 1.2829 -0.2647 -0.0599
C: 2.2010 0.8882 0.1073
Cl: 2.0410 -1.8197 -0.1979
H: -1.6185 -1.5362 1.4315
H: -2.3241 -2.4818 -0.0842
H: -2.6623 -0.7907 0.1692
H: -1.2735 1.2241 0.6388
H: -0.1221 1.9692 -0.3865
H: -1.4881 1.1738 -1.1750
H: 1.6829 1.7545 0.5291
H: 3.0113 0.6199 0.8041
H: 2.7492 1.1698 -0.8298

Atomic forces in eV per Å
-1.0 -0.9 1.3
0.8 0.8 0.4
1.6 -2.2 -0.2
0.4 2.4 1.3
-1.5 0.2 -0.9
1.2 0.3 0.1
0.0 0.0 0.2
-0.1 -0.3 -2.2
0.6 0.6 0.8
0.1 0.3 -0.1
-0.5 0.0 -0.5
-0.4 -0.7 -0.3
-0.3 -0.3 0.0
0.2 -0.1 -0.2
-0.4 0.1 -0.1
-0.7 -0.2 0.6

Atom charges from the Löwdin analysis, given in e for atoms 1 to 2: -0.1218 -0.1580

Below is a cluster of 11 separate species, H23O11 in total at a distorted geometry, with properties calculated with ωB97M-V/def2-TZVPD.

The calculation puts the energy above the lowest of the compared OMol25 structures with the same formula, charge and spin at 115.2 kJ/mol. The gap between HOMO and LUMO (alpha / beta) comes out at 2.556 / 10.567 eV. As for the lowest unoccupied orbital energy (alpha / beta): 0.1 / 0.1 eV. As for the multiplicity: 2. As for the max |F|: 0.06313 Eh/bohr. The HOMO energy (alpha / beta) is -2.406 / -10.491 eV.

Cartesian coordinates (Å):
O: -2.1548 0.3156 3.3635
H: -1.6165 0.7521 4.0391
H: -1.4738 -0.0670 2.8020
O: -2.6874 2.2907 -2.8500
H: -2.4442 1.6501 -3.5412
H: -2.5035 3.1641 -3.2136
O: 1.5425 0.4025 -2.3697
H: -4.4032 -1.1580 0.3492
H: -1.3815 1.7732 -1.6471
O: 2.9962 2.5470 0.6848
H: 3.2347 3.4751 0.6686
H: -0.9929 -4.3871 0.4160
O: 4.6869 0.3532 -0.6052
H: 4.9509 -0.1114 0.1907
H: 3.6122 2.0197 0.1666
O: -1.7702 0.3378 0.8138
H: -2.3444 -0.5389 0.6145
H: 1.3761 0.7391 -3.2545
O: 0.7101 -0.4879 1.4201
H: 2.3265 0.7444 -1.9249
O: 1.0701 -2.1431 -0.5260
H: 1.8933 -2.6486 -0.4687
H: 1.3983 -1.4215 -1.0885
O: -0.5273 -4.0774 1.2006
H: 0.8034 -0.9529 2.2656
H: 0.2008 -3.5133 0.8845
O: -3.5028 -1.3079 0.0266
H: -0.8536 0.2518 0.5034
H: -2.9728 -2.0800 0.3827
O: -0.8318 1.6443 -0.8525
H: 0.0898 1.4903 -1.0695
H: -2.2336 1.1458 0.5630
H: 5.2578 0.3997 -1.3719
H: 1.5734 0.0275 1.5000

Atomic forces in eV per Å
0.3 0.1 0.7
-0.4 0.0 0.1
-0.1 0.0 -0.1
0.1 -0.4 -0.2
-0.2 0.3 0.2
0.0 0.0 -0.1
-0.7 -0.8 0.8
0.2 -0.7 0.5
0.4 0.1 0.0
-0.7 -0.3 0.3
0.3 0.0 -0.2
0.2 0.1 -0.1
-1.7 1.0 -0.1
0.8 -0.3 -0.4
0.4 0.2 -0.2
-1.4 -2.6 1.3
0.0 1.9 -0.2
0.6 0.3 0.0
1.8 1.3 1.1
0.2 0.4 -0.6
0.8 -0.5 -0.8
-0.1 -0.3 0.2
-0.6 0.3 0.0
0.1 0.1 0.2
-0.6 -0.5 0.0
-0.5 -0.1 -0.2
1.6 -0.5 -0.2
0.5 0.4 -0.3
-1.7 0.2 -0.2
0.0 0.8 -0.2
0.3 0.0 -0.7
0.3 0.3 -0.5
0.7 -0.6 0.5
-1.3 -0.3 -0.8

Atom charges from the Löwdin analysis, given in e for atoms 1 to 2: -0.0910 0.0382

Below is a cluster of 2 separate species, C4H8O3 in total at a distorted geometry, with properties calculated with ωB97M-V/def2-TZVPD.

The calculation puts the energy above the lowest of the compared OMol25 structures with the same formula, charge and spin at 375.7 kJ/mol. The gap between HOMO and LUMO comes out at 7.639 eV. As for the lowest unoccupied orbital energy: -0.9 eV. As for the max |F|: 0.06852 Eh/bohr. The HOMO energy is -8.571 eV.

Cartesian coordinates (Å):
C: -1.6312 -1.0563 -0.2600
C: -1.6888 -0.2360 -1.4800
C: 2.2118 0.9826 1.2040
C: 1.8615 -0.1631 0.2203
O: -1.8961 -0.6068 0.8958
O: 2.6198 -0.6135 -0.6193
O: 0.5352 -0.3832 0.3104
H: -2.6407 0.2576 -1.2752
H: -0.8469 0.5082 -1.2949
H: -1.7662 -0.7192 -2.4492
H: 1.3224 1.4821 1.2895
H: 2.5306 0.6140 2.2071
H: 2.9850 1.6255 0.6550
H: -1.6114 0.3905 0.9579
H: -1.9848 -2.0825 -0.3614

Atomic forces in eV per Å
-0.7 -1.0 -0.9
1.1 1.7 1.5
3.1 -1.2 -1.2
-2.0 0.4 -0.5
0.8 2.7 0.5
-0.2 -0.1 0.7
0.7 -0.3 -0.1
-0.2 0.5 -0.4
-1.0 -0.7 -1.0
0.6 -0.2 0.3
-2.0 1.6 0.5
0.0 0.3 -0.9
-0.8 -0.9 1.2
-0.3 -2.3 0.0
1.0 -0.4 0.3

Atom charges from the Löwdin analysis, given in e for atoms 1 to 2: -0.1645 -0.0200

Below is a cluster of 2 separate species, C4H13N2 in total, with properties calculated with ωB97M-V/def2-TZVPD.

The calculation puts the energy above the lowest of the compared OMol25 structures with the same formula, charge and spin at 65.3 kJ/mol. The gap between HOMO and LUMO comes out at 10.934 eV. Its total charge is +1. As for the lowest unoccupied orbital energy: -4.0 eV. As for the max |F|: 0.01374 Eh/bohr. The HOMO energy is -14.906 eV.

Cartesian coordinates (Å):
N: 1.1330 -0.3580 2.9501
C: 1.1733 -0.4642 1.6369
N: 2.2424 -0.7504 0.9479
H: 1.9837 -0.3348 3.4956
H: 0.3346 0.1337 3.3345
H: 0.2464 -0.2630 1.1103
H: 2.2058 -0.6412 -0.0561
H: 3.1722 -0.7812 1.3449
C: -0.0452 0.9963 -1.2322
C: -1.5070 0.6430 -0.9287
C: -1.9384 -0.5945 -1.7128
H: 0.5722 0.1094 -1.0634
H: 0.2911 1.8332 -0.6213
H: 0.0704 1.2634 -2.2808
H: -2.1317 1.4772 -1.2450
H: -1.6467 0.4626 0.1409
H: -2.9117 -0.9725 -1.4091
H: -2.0536 -0.3730 -2.7730
H: -1.1908 -1.3859 -1.6388

Atomic forces in eV per Å
0.0 0.5 -0.5
0.1 0.4 0.6
0.1 0.3 -0.3
-0.1 -0.2 0.1
0.1 -0.4 0.2
0.1 -0.2 -0.2
-0.1 -0.2 0.0
-0.1 -0.2 0.2
-0.5 -0.1 0.1
0.2 -0.3 -0.6
-0.1 0.1 -0.2
0.2 0.0 0.0
0.2 0.0 0.0
0.1 0.0 0.0
-0.1 0.1 0.4
-0.1 0.2 0.1
0.0 -0.1 0.3
0.2 0.1 -0.1
-0.1 -0.2 0.1

Atom charges from the Löwdin analysis, given in e for atoms 1 to 2: 0.1994 -0.1582

Below is a structure of composition C21H36AsBaI4N2Si at a distorted geometry, with properties calculated with ωB97M-V/def2-TZVPD.

The calculation puts the energy above the lowest of the compared OMol25 structures with the same formula, charge and spin at 202.7 kJ/mol. The gap between HOMO and LUMO comes out at 6.568 eV. Its total charge is +1. As for the lowest unoccupied orbital energy: -3.2 eV. As for the max |F|: 0.02008 Eh/bohr. The HOMO energy is -9.771 eV.

Cartesian coordinates (Å):
Ba: -0.2069 0.1242 0.5470
C: 4.6472 -1.0214 -0.6333
C: 5.3787 0.1464 -0.5019
C: 4.7068 1.3410 -0.3125
C: 3.3163 1.3410 -0.2420
N: 2.6104 0.2040 -0.3207
C: 3.2695 -0.9345 -0.5332
C: 2.5488 2.6171 -0.1043
C: 3.1443 3.8630 -0.2814
C: 2.3688 5.0031 -0.1541
C: 1.0213 4.8797 0.1458
C: 0.5050 3.6065 0.2983
N: 1.2481 2.5029 0.1693
H: 5.1262 -1.9744 -0.8061
H: 6.4591 0.1318 -0.5535
H: 5.2687 2.2568 -0.2114
H: 2.6571 -1.8212 -0.6493
H: 4.1905 3.9532 -0.5297
H: 2.8147 5.9788 -0.2926
H: 0.3828 5.7444 0.2549
H: -0.5430 3.4543 0.5343
I: -2.4061 -2.6636 -0.2064
C: -1.2433 -4.0114 0.9523
I: 0.8153 -3.5214 1.0245
H: -1.3454 -5.0005 0.5245
H: -1.6143 -3.9704 1.9691
I: -3.1859 1.7924 1.0185
I: -4.8026 1.6170 -1.1603
C: -1.3703 -1.2082 3.8597
Si: -0.3899 0.4098 3.9927
C: -0.2680 0.8980 5.7954
C: 1.3928 0.0180 3.4302
C: -1.1790 1.6025 2.8337
H: -1.0523 -1.9436 4.6022
H: -1.2723 -1.6986 2.8819
H: -2.4350 -1.0122 4.0070
H: 0.2057 0.1162 6.3925
H: -1.2627 1.0803 6.2067
H: 0.3134 1.8140 5.9151
H: 1.8995 -0.5512 4.2125
H: 1.9628 0.9398 3.2789
H: 1.5319 -0.5951 2.5320
H: -0.6368 2.5501 2.7553
H: -2.1752 1.8368 3.2296
C: 2.7204 -0.0009 -4.0017
C: 1.4649 0.8602 -3.9421
As: -0.0056 0.0667 -2.9195
C: -1.4527 1.2374 -3.5170
C: -1.3015 2.6768 -3.0494
C: -0.4621 -1.4994 -4.0046
C: 0.2815 -2.7705 -3.6127
H: 3.5312 0.5307 -4.5015
H: 2.5483 -0.9237 -4.5565
H: 3.0670 -0.2717 -3.0029
H: 1.0879 1.0772 -4.9443
H: 1.6878 1.8173 -3.4641
H: -2.3759 0.8142 -3.1242
H: -1.5093 1.1764 -4.6070
H: -1.1945 2.7360 -1.9618
H: -2.1813 3.2628 -3.3160
H: -0.4303 3.1616 -3.4934
H: -0.3039 -1.2453 -5.0550
H: -1.5374 -1.6406 -3.8676
H: 1.3551 -2.6867 -3.7843
H: -0.0772 -3.6250 -4.1877
H: 0.1352 -3.0002 -2.5538

Atomic forces in eV per Å
0.2 0.2 0.0
0.0 0.0 0.0
0.0 0.0 0.0
0.0 0.0 0.0
0.1 0.0 0.0
-0.1 0.1 0.1
0.0 0.0 0.1
0.1 0.0 0.0
-0.1 -0.1 0.0
0.0 0.0 0.0
0.1 0.0 0.0
0.2 -0.1 -0.1
-0.3 0.0 0.1
0.0 0.0 0.0
0.0 0.0 0.0
0.0 0.0 0.0
0.0 0.0 0.0
0.0 0.0 0.0
0.0 0.0 0.0
0.0 0.0 0.0
0.0 0.0 0.0
-0.1 0.0 0.0
-0.1 0.0 0.0
0.1 0.0 0.0
0.0 0.0 0.0
0.0 0.0 0.0
0.9 -0.5 0.0
-0.5 0.0 -0.5
0.1 0.0 0.0
-0.1 -0.4 -0.1
-0.1 0.1 -0.1
0.0 0.1 0.0
-0.3 0.2 -0.2
0.0 0.0 0.0
0.0 0.1 0.0
0.0 0.0 0.0
0.0 0.0 0.0
0.0 0.0 0.0
0.0 0.0 0.0
0.0 0.0 0.1
0.0 0.0 0.0
0.0 0.0 0.0
0.0 0.0 0.0
0.3 0.1 0.6
0.0 0.0 0.0
0.1 0.0 0.0
-0.1 0.0 0.0
0.0 0.0 -0.1
0.0 0.1 0.0
0.0 0.0 0.0
0.0 0.0 0.0
0.0 0.0 0.0
0.0 0.0 0.0
0.0 0.0 -0.1
0.0 0.0 0.0
0.0 0.0 0.0
-0.1 0.0 0.0
0.0 0.0 0.0
0.0 0.0 0.0
0.0 0.0 0.0
0.0 0.0 0.0
0.0 0.0 0.0
0.0 0.0 0.0
0.0 0.0 0.0
0.0 0.0 0.0
0.0 0.0 0.0

Atom charges from the Löwdin analysis, given in e for atoms 1 to 2: 1.1484 -0.0381